ORCA calculation (wB97M-V/def2-TZVPD) on 2 unconnected molecules or ions with the total composition C5H13NO2 at a distorted geometry.

Properties
* LUMO energy: 0.49 eV
* E: -10980.869 eV
* SMILES string: CCN(C)C(C)=O.O
* frontier orbital gap: 9.613 eV
* HOMO energy: -9.12 eV

```
! RIJCOSX wB97M-V def2-TZVPD def2/J DEFGRID3
* xyz 0 1
O 3.223 -1.434 -2.852
C 2.150 -1.382 -2.312
N 1.945 -1.277 -0.944
C 0.970 -1.586 -3.207
C 3.094 -1.234 -0.100
C 0.000 0.000 0.000
C 0.661 -1.369 -0.233
H 1.174 -0.884 -4.033
H -0.011 -1.337 -2.767
H 0.922 -2.608 -3.617
H 3.467 -0.220 0.125
H 3.893 -1.797 -0.611
H 2.859 -1.741 0.851
H 0.648 0.646 0.616
H -0.913 -0.232 0.574
H -0.288 0.554 -0.909
H 0.766 -1.871 0.747
H -0.079 -1.939 -0.827
O -2.209 -3.502 0.389
H -2.726 -3.495 -0.448
H -2.443 -2.655 0.832
*
```

Löwdin population analysis, charges in e, atoms 1 to 6: O 0.058; C -0.526; N -0.117; C -0.005; C -0.067; C -0.084